[1]
C14H26B2F4N6O4Ti | wB97M-V/def2-TZVPD

```
! wB97M-V def2-TZVPD RIJCOSX def2/J DEFGRID3
* xyz 2 1
Ti 0.04284 0.03797 -1.98378
C -1.53406 -3.86322 -0.80208
C -1.30453 -2.45706 -1.20141
N -0.18596 -1.93033 -1.52184
O 1.02546 -2.53107 -1.46705
B 2.06234 -1.77073 -2.26206
F 2.92956 -2.57275 -2.82604
F 1.14820 -1.00465 -3.26348
O 2.73996 -0.61068 -1.56500
N 1.99684 0.51655 -1.64749
C 2.40337 1.70825 -1.43672
C 3.79370 2.12522 -1.14829
C 1.24506 2.67752 -1.52258
N 0.11661 2.06995 -1.59931
O -1.04210 2.73752 -1.82467
B -2.04476 1.87375 -2.48635
F -1.02034 0.90945 -3.34674
F -2.85806 2.54768 -3.25783
O -2.74125 0.82954 -1.69878
N -1.94454 -0.24584 -1.47754
C -2.41148 -1.42450 -1.28430
C -3.84365 -1.77943 -1.17200
C 1.41993 4.14686 -1.58701
H -0.60388 -4.42518 -0.81798
H -2.24695 -4.32874 -1.48567
H -1.97021 -3.90333 0.19857
H 4.46827 1.27442 -1.19424
H 3.85001 2.58179 -0.15714
H 4.11092 2.87848 -1.87217
H -4.47270 -0.92047 -1.38764
H -4.05745 -2.13651 -0.16116
H -4.08184 -2.59244 -1.85967
H 2.27775 4.46801 -0.99960
H 0.52016 4.65743 -1.25258
H 1.59988 4.43556 -2.62781
C 0.85537 -2.34050 2.31288
C 1.41771 -0.93659 2.50795
N 0.40831 0.13147 2.41100
C 0.01213 0.75740 3.68945
C -0.92115 -0.11733 4.50927
C -0.12256 0.48076 1.24611
C -1.20160 1.51825 1.22468
N 0.29407 -0.07497 0.11571
H 1.65024 -3.07245 2.45008
H 0.44189 -2.48928 1.31379
H 0.07296 -2.54966 3.04044
H 2.23114 -0.73145 1.80421
H 1.85935 -0.85304 3.49838
H -0.43736 1.72465 3.48940
H 0.93384 0.95359 4.23736
H -1.83885 -0.34138 3.96292
H -1.19364 0.40040 5.42788
H -0.44687 -1.05682 4.79169
H -0.78813 2.50356 1.44745
H -1.95806 1.30228 1.97723
H -1.68638 1.56594 0.25954
H 1.03048 -0.75385 0.28206
*
```

Results
* strongest force on any atom: 0.1 eV Å⁻¹

Atomic partial charges in e from the Löwdin method, atoms 1 to 4:
1. Ti 1.35
2. C 0.05
3. C -0.17
4. N -0.07

[2]
C29H60F4N12O21PS | wB97M-V/def2-TZVPD

```
! wB97M-V def2-TZVPD RIJCOSX def2/J DEFGRID3
* xyz 1 1
C 4.40867 6.11054 -1.14479
C 3.18726 6.67467 -1.87499
C 1.84563 6.19095 -1.30433
C 1.37184 4.83949 -1.88694
C 1.77443 3.61556 -1.03656
N 0.83159 2.47007 -1.09662
P 0.82809 1.62904 -2.67110
N 0.89678 0.08768 -2.60981
C 0.11760 1.96963 -0.09435
N -0.59391 0.79680 -0.31489
C -1.96651 0.82855 -0.85868
C -2.49855 2.17905 -1.33671
O -3.14376 2.79712 -0.23427
C -3.48773 1.98711 -2.48392
F -2.91778 1.38598 -3.51510
F -4.51982 1.23579 -2.13833
F -3.94525 3.15858 -2.89185
C -0.30114 0.05393 0.96464
S -1.39044 -1.34086 1.23523
C 1.18042 -0.38244 0.75828
O 1.47998 -1.65301 1.32431
C 2.76489 -2.08346 1.07891
C 3.77252 -1.57319 2.03097
O 2.95081 -2.82261 0.19006
C -0.42578 1.20878 2.04876
C 0.38750 0.96799 3.33225
C -0.18875 -0.16904 4.22092
C 0.77596 -1.33964 4.41501
C 0.07538 -2.67932 4.68580
O 0.83293 -3.72867 4.04225
C 0.18237 -4.39945 3.07852
O -0.91214 -4.87833 3.21937
C -1.89237 1.56869 2.39323
O -1.99079 2.21693 3.66223
N -2.74873 3.43950 3.55071
O -2.99103 3.86608 4.59726
N 0.17144 2.32816 1.21879
C 0.16072 3.65920 1.80784
C -0.56959 4.74063 1.01870
F 1.49459 4.04211 2.08356
H 4.32230 6.30565 -0.06535
H 5.33790 6.57129 -1.48982
H 4.49515 5.02262 -1.26187
H 3.21407 7.77017 -1.78377
H 3.24474 6.41512 -2.93970
H 1.06659 6.94741 -1.45754
H 1.96341 6.09069 -0.21660
H 1.84158 4.72900 -2.87541
H 0.29026 4.83444 -2.07663
H 1.99727 3.85387 0.00137
H 2.70601 3.20539 -1.45455
H -0.33065 2.18569 -3.20340
H 1.88721 2.31362 -3.25508
H 1.73614 -0.27681 -3.05296
H -1.99424 0.11507 -1.69440
H -2.67684 0.45721 -0.10638
H -1.73303 2.84117 -1.76800
H -3.19656 3.75622 -0.35738
H -1.34027 -1.70041 -0.04906
H 1.86170 0.36639 1.17552
H 1.30839 -0.43283 -0.32884
H 3.56905 -1.96523 3.03766
H 4.75703 -1.88910 1.70222
H 3.74033 -0.47992 2.10892
H 1.43177 0.77085 3.06828
H 0.39353 1.89735 3.91428
H -0.45193 0.25842 5.19816
H -1.14240 -0.53687 3.81899
H 1.46540 -1.11524 5.24206
H 1.37414 -1.46594 3.51168
H -0.01848 -2.90957 5.75319
H -0.93969 -2.68367 4.27273
H 0.77513 -4.48141 2.16050
H -2.31809 2.24002 1.64183
H -2.50373 0.66645 2.42504
H -0.31367 3.53062 2.78635
H -1.46522 5.04037 1.57796
H -0.88409 4.41398 0.02479
H 0.06887 5.62379 0.93473
C -3.74673 -5.71802 1.95893
N -4.88295 -5.40000 1.04723
O -5.15464 -6.18825 0.16973
O -5.49975 -4.36316 1.23786
H -3.33240 -6.67330 1.66252
H -3.01118 -4.92480 1.88111
H -4.15005 -5.75070 2.96611
C 0.33760 -0.68889 -6.74548
N 0.82660 0.38328 -5.84126
O 1.99188 0.38047 -5.50448
O 0.01641 1.21273 -5.46823
H 1.17242 -1.33874 -6.97523
H -0.45330 -1.21119 -6.21597
H -0.05825 -0.20388 -7.63241
C -7.63123 0.54602 -2.10603
N -9.10717 0.37946 -2.21293
O -9.60034 0.38983 -3.31754
O -9.70643 0.24115 -1.16640
H -7.21752 0.65156 -3.10119
H -7.45272 1.42905 -1.49990
H -7.25090 -0.33898 -1.60665
C 6.76476 -3.67705 -0.70446
N 7.44456 -2.68847 0.17778
O 8.60915 -2.86471 0.45811
O 6.77494 -1.74930 0.56476
H 7.48182 -4.44642 -0.96206
H 5.91801 -4.07339 -0.15192
H 6.41542 -3.13654 -1.57824
C -4.79836 -6.78155 -2.68151
N -4.50044 -7.28433 -4.05138
O -3.51661 -6.84561 -4.61330
O -5.26721 -8.09855 -4.51737
H -4.02393 -6.07100 -2.42241
H -5.77956 -6.31944 -2.70713
H -4.80637 -7.62944 -2.00622
C 11.79649 -1.77829 0.43498
N 12.59490 -0.64754 -0.11351
O 12.24371 -0.16648 -1.17133
O 13.54555 -0.27867 0.54227
H 10.98795 -1.98763 -0.25278
H 12.46541 -2.62632 0.54264
H 11.42210 -1.46962 1.40562
C -7.06384 -1.65173 2.16086
N -6.08250 -0.98666 3.05690
O -4.93840 -0.87250 2.64671
O -6.47457 -0.58481 4.12359
H -6.53600 -1.94764 1.26218
H -7.46897 -2.51273 2.68167
H -7.84379 -0.92173 1.96191
*
```

Results
* strongest force on any atom: 2.3 eV Å⁻¹

Atomic partial charges in e from the Löwdin method, atoms 1 to 4:
1. C -0.10
2. C -0.25
3. C -0.21
4. C -0.18

[3]
C28H32N5O5PSSn | wB97M-V/def2-TZVPD

```
! wB97M-V def2-TZVPD RIJCOSX def2/J DEFGRID3
* xyz 0 1
Sn -0.56124 -0.86814 -2.92159
N -8.66567 2.02021 1.31581
C -7.39728 1.74742 0.78869
C -6.24650 2.04957 1.51613
C -4.99216 1.73607 1.02166
C -4.87507 1.11259 -0.21076
C -6.00844 0.79861 -0.94179
C -7.26275 1.11664 -0.44647
S -2.91359 -0.59182 -0.17250
O -3.62127 0.83781 -0.73641
O -2.86887 -0.48147 1.27608
N -1.46179 -0.26864 -0.85836
C -0.78003 0.89437 -0.72697
N -0.88125 1.76442 0.28288
C -0.02163 2.77083 0.26505
C 0.93806 2.96499 -0.72657
C 0.93460 2.05722 -1.76267
N 0.07682 1.04430 -1.76747
H -8.68502 2.76993 1.98859
H -9.39068 2.12743 0.62446
H -6.33797 2.52948 2.48371
H -4.09502 1.95908 1.58210
H -5.89979 0.31141 -1.90227
H -8.14790 0.86806 -1.02035
H -0.09341 3.46776 1.09409
H 1.63524 3.78739 -0.68725
H 1.60194 2.11737 -2.61469
C 0.54078 2.06945 4.23758
C 1.55672 1.66742 3.20366
C 2.69326 2.44363 3.00821
C 3.63305 2.10631 2.04562
C 3.43555 0.97477 1.27552
C 2.29816 0.19261 1.45193
N 2.11856 -0.90651 0.56021
C 1.87274 -2.20096 0.97934
C 2.38838 -2.64561 2.20393
C 2.15711 -3.93266 2.64396
C 1.39900 -4.82359 1.88905
C 0.87248 -4.39326 0.68849
C 1.10417 -3.10319 0.21222
C 0.43871 -2.70912 -1.05585
O -0.56796 -3.25990 -1.48900
O 0.97626 -1.70045 -1.70713
C 1.33933 0.52768 2.41449
C 0.08016 -0.26973 2.59811
H 0.88164 2.93796 4.79988
H 0.34689 1.25866 4.94208
H -0.41744 2.31492 3.77272
H 2.84255 3.32384 3.62304
H 4.51766 2.71493 1.90748
H 4.15810 0.67198 0.52753
H 1.68242 -0.68336 -0.32382
H 2.96951 -1.95684 2.80410
H 2.57198 -4.24701 3.59381
H 1.21508 -5.82881 2.24212
H 0.25055 -5.04370 0.08742
H 0.13145 -0.87956 3.50490
H -0.11348 -0.93757 1.76395
H -0.78834 0.38175 2.67785
C 3.89523 -0.52265 -2.63299
P 2.87044 -0.81588 -4.07877
C 3.80973 -0.19349 -5.48272
C 2.78281 -2.59773 -4.29081
O 1.52042 -0.15286 -4.01561
H 4.89095 -0.94319 -2.78159
H 3.43290 -0.98029 -1.75914
H 3.98447 0.55201 -2.46656
H 4.78721 -0.67181 -5.54710
H 3.94114 0.88311 -5.37501
H 3.25053 -0.38582 -6.39806
H 3.78117 -3.02646 -4.38229
H 2.20909 -2.82405 -5.18989
H 2.27957 -3.02786 -3.42601
*
```

Results
* strongest force on any atom: 0.1 eV Å⁻¹

Atomic partial charges in e from the Löwdin method, atoms 1 to 4:
1. Sn 1.32
2. N 0.08
3. C -0.33
4. C -0.03

no.,gap between HOMO and LUMO (hartree)
1,0.2691
2,0.3223
3,0.2892